*P*
Molecular formula: C9H14
Method: DFT, ωB97M-V with the def2-TZVPD basis set

The SMILES is Cc1ccccc1.CC. Its total charge is 0. Its HOMO-LUMO gap is 9.94 eV. Its spin multiplicity is 1.

Last columns: bonded neighbours and bond lengths (Å).
Cartesian coordinates (Å):
1 C 0.30 -0.32 2.46  C2 1.498, H8 1.102, H9 1.095, H10 1.082
2 C -0.48 -0.71 1.24  C1 1.498, C3 1.406, C7 1.389
3 C -0.20 -1.98 0.72  C2 1.406, C4 1.411, H11 1.078
4 C -0.90 -2.40 -0.43  C3 1.411, C5 1.382, H12 1.089
5 C -1.75 -1.50 -1.04  C4 1.382, C6 1.383, H13 1.101
6 C -1.95 -0.21 -0.58  C5 1.383, C7 1.394, H14 1.081
7 C -1.37 0.17 0.63  C2 1.389, C6 1.394, H15 1.081
8 H -0.17 0.49 3.04  C1 1.102
9 H 1.15 0.27 2.12  C1 1.095
10 H 0.75 -1.02 3.15  C1 1.082
11 H 0.37 -2.68 1.31  C3 1.078
12 H -0.91 -3.44 -0.75  C4 1.089
13 H -2.01 -1.76 -2.08  C5 1.101
14 H -2.52 0.57 -1.06  C6 1.081
15 H -1.72 1.10 1.07  C7 1.081
16 C 0.82 1.22 -1.44  C17 1.587, H18 1.080, H19 1.113, H20 1.080
17 C 2.02 2.19 -1.05  C16 1.587, H21 1.081, H22 1.081, H23 1.103
18 H 1.39 0.31 -1.56  C16 1.080
19 H 0.08 1.29 -0.62  C16 1.113
20 H 0.23 1.54 -2.29  C16 1.080
21 H 1.67 3.21 -1.01  C17 1.081
22 H 2.84 1.96 -1.72  C17 1.081
23 H 2.37 1.73 -0.11  C17 1.103



*Q*
Molecular formula: C9H14
Method: DFT, ωB97M-V with the def2-TZVPD basis set

The SMILES is Cc1ccccc1.CC. Its total charge is 0. Its HOMO-LUMO gap is 9.94 eV. Its spin multiplicity is 1.

Last columns: bonded neighbours and bond lengths (Å).
Cartesian coordinates (Å):
1 C 0.22 0.41 -3.07  C2 1.535, H8 1.126, H9 1.149, H10 1.093
2 C 0.16 -0.84 -2.18  C1 1.535, C3 1.420, C7 1.323
3 C 1.39 -1.39 -1.73  C2 1.420, C4 1.373, H11 1.061
4 C 1.44 -2.16 -0.60  C3 1.373, C5 1.364, H12 1.158
5 C 0.27 -2.52 0.00  C4 1.364, C6 1.357, H13 1.116
6 C -0.96 -2.23 -0.50  C5 1.357, C7 1.487, H14 1.148
7 C -0.97 -1.26 -1.63  C2 1.323, C6 1.487, H15 1.033
8 H 0.76 1.15 -2.42  C1 1.126
9 H -0.84 0.84 -3.00  C1 1.149
10 H 0.69 0.19 -4.04  C1 1.093
11 H 2.14 -1.08 -2.41  C3 1.061
12 H 2.46 -2.48 -0.15  C4 1.158
13 H 0.46 -3.06 0.95  C5 1.116
14 H -1.86 -2.72 0.02  C6 1.148
15 H -1.88 -0.89 -1.95  C7 1.033
16 C -1.17 2.19 2.80  C17 1.460, H18 1.112, H19 1.097, H20 1.165
17 C 0.28 2.29 2.89  C16 1.460, H21 1.029, H22 1.180, H23 1.172
18 H -1.35 1.24 2.26  C16 1.112
19 H -1.74 2.19 3.74  C16 1.097
20 H -1.63 3.17 2.36  C16 1.165
21 H 0.69 2.07 3.81  C17 1.029
22 H 0.72 3.37 2.72  C17 1.180
23 H 0.72 1.52 2.13  C17 1.172



*R*
Molecular formula: C9H14
Method: DFT, ωB97M-V with the def2-TZVPD basis set

The SMILES is Cc1ccccc1.CC. Its total charge is 0. Its HOMO-LUMO gap is 9.94 eV. Its spin multiplicity is 1.

Last columns: bonded neighbours and bond lengths (Å).
Cartesian coordinates (Å):
1 C 0.80 -3.39 1.00  C2 1.464, H8 1.166, H9 1.168, H10 1.088
2 C -0.13 -2.29 0.75  C1 1.464, C3 1.429, C7 1.403
3 C 0.27 -1.22 -0.12  C2 1.429, C4 1.414, H11 1.109
4 C -0.67 -0.23 -0.48  C3 1.414, C5 1.391, H12 1.005
5 C -1.80 -0.04 0.31  C4 1.391, C6 1.354, H13 1.107
6 C -2.24 -1.05 1.09  C5 1.354, C7 1.397, H14 1.075
7 C -1.40 -2.14 1.34  C2 1.403, C6 1.397, H15 1.112
8 H 1.85 -2.92 0.82  C1 1.166
9 H 0.62 -4.35 0.37  C1 1.168
10 H 0.87 -3.62 2.06  C1 1.088
11 H 1.25 -1.36 -0.61  C3 1.109
12 H -0.42 0.31 -1.29  C4 1.005
13 H -2.36 0.91 0.19  C5 1.107
14 H -3.11 -1.07 1.73  C6 1.075
15 H -1.75 -2.94 2.03  C7 1.112
16 C 0.30 3.41 -1.20  C17 1.561, H18 1.080, H19 1.076, H20 1.070
17 C 1.78 2.91 -1.26  C16 1.561, H21 1.090, H22 1.112, H23 1.014
18 H -0.41 2.77 -0.70  C16 1.080
19 H 0.39 4.25 -0.54  C16 1.076
20 H -0.14 3.71 -2.13  C16 1.070
21 H 1.87 2.18 -0.46  C17 1.090
22 H 2.29 3.81 -0.86  C17 1.112
23 H 2.14 2.36 -2.03  C17 1.014



*S*
Molecular formula: C9H14
Method: DFT, ωB97M-V with the def2-TZVPD basis set

The SMILES is Cc1ccccc1.CC. Its total charge is 0. Its HOMO-LUMO gap is 9.83 eV. Its spin multiplicity is 1.

Last columns: bonded neighbours and bond lengths (Å).
Cartesian coordinates (Å):
1 C 2.04 -0.23 -1.26  C2 1.493, H8 1.085, H9 1.085, H10 1.094
2 C 1.63 -0.71 0.09  C1 1.493, C3 1.429, C7 1.397
3 C 0.70 -1.78 0.07  C2 1.429, C4 1.370, H11 1.101
4 C -0.03 -2.15 1.17  C3 1.370, C5 1.412, H12 1.094
5 C 0.49 -1.65 2.38  C4 1.412, C6 1.364, H13 1.090
6 C 1.58 -0.83 2.48  C5 1.364, C7 1.392, H14 1.065
7 C 2.18 -0.34 1.32  C2 1.397, C6 1.392, H15 1.063
8 H 1.29 -0.45 -2.02  C1 1.085
9 H 3.06 -0.46 -1.56  C1 1.085
10 H 1.97 0.86 -1.23  C1 1.094
11 H 0.45 -2.11 -0.96  C3 1.101
12 H -0.78 -2.95 1.10  C4 1.094
13 H -0.14 -1.82 3.25  C5 1.090
14 H 2.03 -0.50 3.38  C6 1.065
15 H 3.01 0.32 1.32  C7 1.063
16 C -2.38 1.36 -0.57  C17 1.564, H18 1.100, H19 1.093, H20 1.083
17 C -2.51 2.23 -1.87  C16 1.564, H21 1.124, H22 1.104, H23 1.098
18 H -1.43 1.65 -0.09  C16 1.100
19 H -3.05 1.81 0.17  C16 1.093
20 H -2.56 0.32 -0.80  C16 1.083
21 H -2.69 1.60 -2.78  C17 1.124
22 H -1.58 2.83 -1.85  C17 1.104
23 H -3.29 2.99 -1.73  C17 1.098



In terms of stability, *S* leads; the second structure lies 2.0 kcal/mol higher.



*P*
Molecular formula: C9H14
Method: DFT, ωB97M-V with the def2-TZVPD basis set

The SMILES is Cc1ccccc1.CC. Its total charge is 0. Its HOMO-LUMO gap is 9.61 eV. Its spin multiplicity is 1.

Last columns: bonded neighbours and bond lengths (Å).
Cartesian coordinates (Å):
1 C 1.31 -1.45 -1.78  C2 1.472, H8 1.095, H9 1.074, H10 1.234
2 C 1.26 0.02 -1.69  C1 1.472, C3 1.356, C7 1.436
3 C 0.15 0.78 -1.85  C2 1.356, C4 1.390, H11 1.064
4 C 0.17 2.14 -1.56  C3 1.390, C5 1.446, H12 1.172
5 C 1.40 2.68 -1.01  C4 1.446, C6 1.385, H13 1.041
6 C 2.55 1.95 -0.76  C5 1.385, C7 1.446, H14 1.114
7 C 2.44 0.54 -1.04  C2 1.436, C6 1.446, H15 1.176
8 H 0.30 -1.83 -1.97  C1 1.095
9 H 1.87 -1.85 -0.96  C1 1.074
10 H 1.81 -1.68 -2.88  C1 1.234
11 H -0.74 0.31 -2.17  C3 1.064
12 H -0.78 2.82 -1.54  C4 1.172
13 H 1.25 3.64 -0.64  C5 1.041
14 H 3.53 2.25 -0.31  C6 1.114
15 H 3.32 -0.16 -0.71  C7 1.176
16 C -2.30 -2.03 2.64  C17 1.556, H18 1.094, H19 1.047, H20 1.023
17 C -2.74 -0.54 2.61  C16 1.556, H21 1.066, H22 1.070, H23 1.101
18 H -2.13 -2.31 1.60  C16 1.094
19 H -1.30 -2.11 2.93  C16 1.047
20 H -2.89 -2.78 3.02  C16 1.023
21 H -2.90 -0.36 3.65  C17 1.066
22 H -2.00 0.21 2.45  C17 1.070
23 H -3.58 -0.25 1.95  C17 1.101



*Q*
Molecular formula: C9H14
Method: DFT, ωB97M-V with the def2-TZVPD basis set

The SMILES is Cc1ccccc1.CC. Its total charge is 0. Its HOMO-LUMO gap is 10.00 eV. Its spin multiplicity is 1.

Last columns: bonded neighbours and bond lengths (Å).
Cartesian coordinates (Å):
1 C 3.73 1.18 0.82  C2 1.601, H8 1.103, H9 1.062, H10 1.062
2 C 2.34 0.38 0.85  C1 1.601, C3 1.373, C7 1.438
3 C 1.18 0.71 1.50  C2 1.373, C4 1.469, H11 1.059
4 C 0.00 -0.14 1.32  C3 1.469, C5 1.386, H12 1.106
5 C 0.00 -1.28 0.53  C4 1.386, C6 1.473, H13 1.098
6 C 1.34 -1.73 0.11  C5 1.473, C7 1.392, H14 1.067
7 C 2.44 -0.88 0.16  C2 1.438, C6 1.392, H15 1.092
8 H 4.54 0.66 0.28  C1 1.103
9 H 4.13 1.17 1.80  C1 1.062
10 H 3.44 2.16 0.56  C1 1.062
11 H 1.19 1.60 2.08  C3 1.059
12 H -0.89 0.29 1.82  C4 1.106
13 H -0.94 -1.78 0.23  C5 1.098
14 H 1.37 -2.60 -0.51  C6 1.067
15 H 3.25 -1.25 -0.47  C7 1.092
16 C -3.66 0.27 -2.08  C17 1.500, H18 1.183, H19 1.099, H20 1.040
17 C -2.98 0.04 -0.76  C16 1.500, H21 1.151, H22 1.110, H23 1.073
18 H -3.56 1.39 -2.44  C16 1.183
19 H -3.57 -0.50 -2.86  C16 1.099
20 H -4.65 0.34 -1.77  C16 1.040
21 H -3.79 0.09 0.06  C17 1.151
22 H -2.58 -0.99 -0.71  C17 1.110
23 H -2.32 0.86 -0.54  C17 1.073



*R*
Molecular formula: C9H14
Method: DFT, ωB97M-V with the def2-TZVPD basis set

The SMILES is Cc1ccccc1.CC. Its total charge is 0. Its HOMO-LUMO gap is 10.03 eV. Its spin multiplicity is 1.

Last columns: bonded neighbours and bond lengths (Å).
Cartesian coordinates (Å):
1 C 1.34 -1.96 0.04  C2 1.499, H8 1.097, H9 1.093, H10 1.090
2 C 0.16 -1.08 -0.26  C1 1.499, C3 1.399, C7 1.408
3 C -0.32 -0.91 -1.56  C2 1.399, C4 1.403, H11 1.083
4 C -1.52 -0.26 -1.85  C3 1.403, C5 1.374, H12 1.083
5 C -2.42 0.05 -0.86  C4 1.374, C6 1.404, H13 1.081
6 C -2.03 -0.25 0.46  C5 1.404, C7 1.366, H14 1.083
7 C -0.73 -0.61 0.72  C2 1.408, C6 1.366, H15 1.090
8 H 2.16 -1.52 0.62  C1 1.097
9 H 1.93 -2.33 -0.81  C1 1.093
10 H 1.00 -2.82 0.62  C1 1.090
11 H 0.35 -1.21 -2.37  C3 1.083
12 H -1.66 -0.03 -2.90  C4 1.083
13 H -3.40 0.44 -1.08  C5 1.081
14 H -2.68 -0.02 1.29  C6 1.083
15 H -0.42 -0.60 1.76  C7 1.090
16 C 2.41 1.48 1.38  C17 1.559, H18 1.100, H19 1.087, H20 1.081
17 C 1.59 2.78 1.15  C16 1.559, H21 1.085, H22 1.087, H23 1.088
18 H 1.82 0.74 1.94  C16 1.100
19 H 2.54 0.97 0.43  C16 1.087
20 H 3.30 1.58 1.99  C16 1.081
21 H 0.55 2.66 1.43  C17 1.085
22 H 1.66 3.00 0.09  C17 1.087
23 H 2.07 3.60 1.68  C17 1.088



*S*
Molecular formula: C9H14
Method: DFT, ωB97M-V with the def2-TZVPD basis set

The SMILES is Cc1ccccc1.CC. Its total charge is 0. Its HOMO-LUMO gap is 10.00 eV. Its spin multiplicity is 1.

Last columns: bonded neighbours and bond lengths (Å).
Cartesian coordinates (Å):
1 C 1.96 0.16 0.94  C2 1.496, H8 1.090, H9 1.096, H10 1.090
2 C 0.49 -0.07 1.04  C1 1.496, C3 1.395, C7 1.392
3 C -0.07 -1.25 0.55  C2 1.395, C4 1.384, H11 1.083
4 C -1.44 -1.44 0.59  C3 1.384, C5 1.393, H12 1.078
5 C -2.28 -0.52 1.21  C4 1.393, C6 1.389, H13 1.079
6 C -1.69 0.60 1.79  C5 1.389, C7 1.391, H14 1.082
7 C -0.33 0.84 1.72  C2 1.392, C6 1.391, H15 1.085
8 H 2.47 -0.09 0.01  C1 1.090
9 H 2.47 -0.50 1.66  C1 1.096
10 H 2.31 1.13 1.27  C1 1.090
11 H 0.56 -2.02 0.12  C3 1.083
12 H -1.88 -2.32 0.15  C4 1.078
13 H -3.34 -0.71 1.25  C5 1.079
14 H -2.37 1.31 2.25  C6 1.082
15 H 0.09 1.64 2.32  C7 1.085
16 C 1.00 0.41 -3.82  C17 1.530, H18 1.095, H19 1.087, H20 1.086
17 C 1.18 0.83 -2.36  C16 1.530, H21 1.088, H22 1.086, H23 1.094
18 H 1.75 0.87 -4.47  C16 1.095
19 H 1.12 -0.67 -3.93  C16 1.087
20 H 0.03 0.71 -4.22  C16 1.086
21 H 2.13 0.41 -2.02  C17 1.088
22 H 0.32 0.44 -1.82  C17 1.086
23 H 1.24 1.91 -2.23  C17 1.094



In terms of stability, *S* leads; the second structure lies 9.0 kcal/mol higher.